159
Properties=species:S:1:pos:R:3:forces:R:3:mulliken_charge:R:1 method="wB97M-V/def2-TZVPD" s2=0.755 spin_multiplicity=2 charge=0 fmax_ev_per_a=5.3 homo_lumo_gap_ev="3.17 / 7.79" mol_weight_g_mol=1483.5
Ag -0.903 4.906 -1.749 0.31 -0.94 0.00 0.4392
Ag -3.178 -2.399 3.229 0.29 0.41 0.09 0.7298
O -0.337 2.532 -2.168 -0.38 1.14 -0.03 -0.1767
C -0.516 1.626 -1.346 1.03 -3.42 -1.01 -0.2965
O -0.669 1.784 -0.045 -0.12 0.88 2.48 -1.2473
B -0.524 0.509 0.674 -0.30 0.05 -2.16 0.5883
O -0.520 -0.497 -0.371 0.54 -0.23 0.00 0.1955
C -0.372 0.123 -1.568 -0.37 1.35 -1.97 0.4786
O -0.205 -0.472 -2.651 -0.22 0.64 1.82 -0.1929
O -1.646 0.212 1.572 -0.51 0.01 1.68 -1.2882
C -1.212 0.012 2.798 -1.75 -0.26 -0.13 0.6881
O -1.900 -0.335 3.765 1.09 0.42 -1.46 -0.3355
C 0.290 0.209 2.762 2.03 -0.65 1.79 0.5478
O 0.689 0.432 1.533 -0.51 0.25 0.74 0.7477
O 0.998 0.057 3.751 -0.81 0.39 -1.32 -0.8463
C 5.879 -3.650 2.172 0.65 -1.44 0.75 -0.7049
O 4.879 -3.739 1.170 -0.52 0.83 -1.45 -0.3682
C 4.393 -2.571 0.680 1.43 2.20 1.84 0.8608
O 4.751 -1.488 1.190 -1.48 -2.13 -1.78 -0.5918
O 3.557 -2.791 -0.324 1.46 -2.64 1.75 -0.4203
C 2.813 -1.789 -0.872 -1.01 2.58 -1.45 0.2736
H 6.522 -2.776 2.274 -0.94 0.47 -0.30 0.2932
H 6.592 -4.450 1.971 -0.13 -0.22 -0.30 0.2973
H 5.389 -3.967 3.093 0.18 0.55 0.32 0.2650
H 2.236 -1.215 -0.147 0.19 0.01 0.19 -0.1013
H 2.098 -2.173 -1.600 0.10 -0.52 0.24 0.0023
H 3.458 -1.122 -1.443 -0.04 0.31 0.21 0.2934
C 1.772 6.622 -4.180 1.10 -0.45 0.61 -0.0091
O 0.965 6.269 -5.264 -2.04 -1.30 0.13 -0.3488
C -0.009 5.312 -5.096 -0.41 0.95 -1.16 0.7485
O -0.338 4.662 -4.123 0.93 1.05 -0.71 -0.3102
O -0.622 5.296 -6.297 0.23 -0.68 0.28 -0.3469
C -1.895 4.622 -6.421 0.10 -0.20 0.39 -0.4633
H 1.294 7.050 -3.299 -0.61 0.14 -0.25 0.2461
H 2.461 7.345 -4.618 0.15 -0.12 0.35 0.3287
H 2.281 5.722 -3.833 0.29 0.32 0.06 -0.2377
H -2.610 5.438 -6.528 -0.30 -0.39 0.29 0.2727
H -2.049 3.938 -5.586 -0.23 0.53 0.32 0.1148
H -1.976 3.956 -7.280 0.69 0.45 -0.36 0.2636
C 1.603 0.873 -4.454 0.11 -1.72 0.17 -0.4578
O 2.268 1.680 -5.399 -2.43 2.24 1.78 0.0100
C 3.116 1.211 -6.190 1.64 -3.14 -1.50 0.7069
O 3.459 0.037 -6.328 -0.16 1.67 0.11 -0.6354
O 3.558 2.253 -6.885 1.16 0.28 -0.73 -0.2670
C 4.625 1.997 -7.761 0.85 0.76 -1.81 -0.7989
H 0.975 0.138 -4.958 -0.39 0.34 -0.11 0.4948
H 1.040 1.512 -3.774 0.28 -0.18 -0.15 -0.4153
H 2.376 0.249 -4.004 -0.19 0.26 0.69 0.2974
H 5.610 1.785 -7.343 -0.36 -0.35 0.73 0.3120
H 4.785 2.917 -8.323 -0.19 0.30 0.20 0.2652
H 4.427 1.282 -8.559 -0.37 -0.47 0.48 0.3084
C 3.666 1.717 0.893 -0.45 -1.79 -1.22 -0.3446
O 3.624 2.793 -0.051 0.12 1.72 2.34 -0.4380
C 3.432 2.508 -1.307 0.41 -1.14 -0.50 0.8255
O 3.287 1.385 -1.745 0.00 1.34 -0.37 -0.5775
O 3.530 3.689 -1.951 0.08 0.02 0.15 -0.3490
C 3.676 3.685 -3.341 -0.31 -0.41 -1.90 -0.8559
H 3.505 1.869 1.960 -0.01 1.40 -0.32 0.3232
H 4.626 1.215 0.768 -0.19 -0.24 0.01 0.4343
H 2.838 1.089 0.564 0.42 -0.61 0.35 -0.1216
H 4.158 2.791 -3.737 -0.08 -0.19 0.34 0.2784
H 4.243 4.524 -3.743 0.38 0.25 0.90 0.5278
H 2.725 3.789 -3.865 -0.31 -0.46 0.28 0.0713
C -7.081 -0.362 4.394 0.93 -1.01 -0.04 -0.5530
O -6.459 -0.172 5.658 1.10 0.41 0.63 -0.3507
C -5.218 -0.618 5.875 2.07 -0.07 0.76 0.6476
O -4.380 -1.210 5.157 -2.82 1.16 1.24 -0.4173
O -4.943 -0.219 7.158 0.09 -0.96 -0.47 -0.3300
C -3.744 -0.710 7.843 0.10 0.55 -1.17 -0.2281
H -7.081 -1.451 4.359 -0.68 0.01 -1.06 0.2897
H -6.447 0.067 3.617 -0.21 -0.06 -0.15 0.2445
H -8.073 0.090 4.409 0.26 -0.15 0.19 0.2029
H -2.872 -0.402 7.267 -0.06 0.04 0.02 -0.1676
H -3.696 -1.795 7.930 -0.44 0.05 0.05 0.2930
H -3.697 -0.207 8.809 -0.37 -0.17 -0.16 0.2741
C 2.188 -3.169 3.265 1.99 0.50 0.37 0.0104
O 1.860 -4.489 2.862 -1.19 0.17 -0.67 0.0724
C 2.235 -5.502 3.622 2.60 0.27 2.02 0.6647
O 3.133 -5.461 4.476 -2.13 -0.30 -1.56 -0.6314
O 1.524 -6.562 3.265 -0.72 -0.01 -1.01 -0.2554
C 1.513 -7.785 3.993 1.40 0.53 0.55 -0.6388
H 2.049 -2.377 2.530 -1.11 -0.65 -0.47 -0.1071
H 3.276 -3.129 3.313 0.09 0.00 0.81 -0.0158
H 1.726 -2.899 4.215 0.04 -0.11 -0.09 0.0845
H 2.483 -7.921 4.473 -0.04 0.15 0.32 0.3516
H 1.450 -8.621 3.296 -0.72 0.28 0.00 0.2658
H 0.737 -7.665 4.749 0.00 -0.71 -0.17 0.1045
C -1.482 -3.819 -8.621 -0.03 1.49 0.57 -0.6545
O -1.318 -4.140 -7.225 0.07 -0.04 -0.02 -0.3544
C -0.871 -3.152 -6.391 -1.01 -1.30 1.18 0.7400
O -0.504 -2.059 -6.673 0.28 0.67 -0.68 -0.5477
O -1.002 -3.640 -5.136 -0.28 -1.48 -2.54 -0.3874
C -0.722 -2.865 -4.029 -0.07 1.25 1.39 -0.3329
H -2.212 -3.014 -8.700 -0.05 0.21 0.04 0.2676
H -1.910 -4.630 -9.210 0.57 -0.42 0.56 0.2539
H -0.551 -3.402 -9.004 0.02 -0.40 -0.25 0.2833
H -1.301 -1.942 -4.000 0.16 0.02 -0.31 0.1390
H 0.331 -2.609 -3.915 -0.02 -0.07 -0.15 0.3905
H -1.067 -3.453 -3.178 0.30 -0.06 0.00 0.0767
C 0.726 4.070 1.933 -0.60 -1.19 -0.42 -0.1990
O 1.461 5.251 1.902 0.91 3.16 -1.70 -0.3593
C 1.423 6.049 0.787 0.72 -1.00 0.61 0.5786
O 0.795 5.832 -0.248 0.90 0.72 1.63 -0.3432
O 2.306 7.086 1.013 -1.08 -1.19 -0.58 -0.3365
C 2.569 7.931 -0.106 -0.12 1.00 -0.59 -0.5879
H -0.343 4.281 1.921 -0.03 -0.11 0.13 0.3514
H 1.022 3.580 2.860 -0.24 0.06 -0.16 0.1117
H 0.971 3.439 1.077 -0.03 -0.02 -0.03 0.1051
H 2.822 7.401 -1.024 -0.21 -0.31 0.20 0.1438
H 3.378 8.637 0.083 0.41 -0.66 0.72 0.3016
H 1.767 8.646 -0.292 -0.61 -0.50 -0.09 0.3195
C 0.357 6.322 6.759 0.68 0.25 -1.04 -0.5967
O -0.304 5.088 6.958 -0.64 0.25 2.13 -0.3803
C -0.456 4.264 5.966 -0.11 -1.09 -2.26 0.7341
O -0.112 4.451 4.803 -0.55 -0.37 1.72 -0.5227
O -1.080 3.152 6.442 0.25 1.16 1.03 -0.3647
C -1.402 2.113 5.558 0.22 0.07 -1.87 -0.4377
H 0.505 6.921 7.657 -0.38 -0.80 0.44 0.2185
H -0.228 6.947 6.085 0.27 -0.13 -0.33 0.2669
H 1.337 6.046 6.371 0.02 0.63 -0.35 0.2923
H -1.868 2.541 4.671 -0.07 0.00 -0.16 0.3709
H -2.124 1.395 5.948 0.31 0.30 0.62 0.1171
H -0.493 1.621 5.212 -0.05 -0.27 0.18 0.1624
C -3.088 -2.390 -1.327 -1.59 1.82 -0.62 -0.4518
O -2.286 -3.465 -0.993 -0.37 -0.47 -0.67 -0.2955
C -1.970 -3.683 0.243 1.92 -1.26 -0.48 0.5024
O -2.092 -2.948 1.192 -0.65 0.10 0.87 -0.1033
O -1.327 -4.858 0.193 -1.95 -0.01 -1.60 -0.4343
C -0.636 -5.357 1.257 1.69 0.03 1.66 -0.1965
H -3.863 -2.176 -0.591 0.25 -0.05 0.48 0.4154
H -3.663 -2.616 -2.225 0.48 -0.31 -0.17 0.2084
H -2.515 -1.482 -1.512 0.18 -0.22 0.13 -0.0851
H 0.235 -4.703 1.317 -0.04 -0.20 1.09 0.0840
H -0.226 -6.356 1.106 -0.35 0.01 -0.81 0.2620
H -1.245 -5.461 2.155 0.10 0.59 0.26 0.1922
C -4.845 -2.464 -6.568 -0.02 -0.44 -0.27 -0.6111
O -4.184 -1.952 -5.401 0.02 -4.02 -1.50 -0.2742
C -4.102 -0.708 -5.139 -2.90 2.73 -3.44 0.8126
O -4.600 0.167 -5.852 1.03 -0.36 1.18 -0.7022
O -3.557 -0.626 -4.002 1.60 2.00 3.95 0.0205
C -3.550 0.658 -3.328 -0.01 0.87 0.10 -0.6611
H -4.179 -3.002 -7.244 0.73 0.36 0.28 0.0908
H -5.352 -1.717 -7.179 -0.11 0.16 0.57 0.3563
H -5.488 -3.273 -6.223 -0.41 0.44 0.15 0.2575
H -2.890 1.393 -3.789 0.26 -0.44 -0.23 0.2238
H -3.248 0.559 -2.285 0.33 -0.67 -0.27 0.1062
H -4.518 1.155 -3.272 -0.38 -0.54 -0.49 0.4223
C -0.209 -1.675 6.486 0.04 2.63 -1.06 0.5409
O -0.350 -3.042 6.548 -0.11 -2.86 0.43 -0.3639
C -1.025 -3.816 5.712 0.32 -0.68 -1.31 0.4891
O -1.546 -3.466 4.642 0.67 -1.09 2.33 -0.0713
O -0.905 -5.125 6.196 -0.07 2.47 0.21 -0.3092
C -1.486 -6.225 5.520 0.31 0.37 -1.49 -0.3473
H 0.288 -1.265 5.606 -0.24 -0.63 -0.69 -0.2304
H 0.483 -1.311 7.245 -0.51 -0.58 0.65 0.3881
H -1.185 -1.190 6.517 0.13 0.07 0.23 -0.3349
H -1.114 -6.210 4.496 -0.31 0.09 -0.32 -0.0877
H -2.575 -6.178 5.507 0.07 -0.16 0.22 0.3003
H -1.074 -7.156 5.910 -0.33 0.33 0.67 0.2733